Record 1
Density functional theory data (ωB97M-V/def2-TZVPD) for a 2-piece molecular cluster, C14H19BCl3NO3 overall at a distorted geometry.

Results
**Highest occupied orbital energy**: -7.874 eV
**Energy relative to the best compared isomer or geometry (same formula, charge and spin)**: 0.0 kcal per mole
**Orbital gap**: 5.81 eV
**E_LUMO**: -2.061 eV

Cartesian coordinates (Å):
C 4.111 -1.027 -1.570
C 3.078 0.028 -1.787
O 1.829 -0.600 -1.418
C 0.781 0.222 -1.681
C -0.492 -0.473 -1.536
C -1.648 0.134 -1.928
N -2.881 -0.378 -1.809
C -4.009 0.409 -2.257
C -3.185 -1.669 -1.236
O 0.950 1.397 -2.005
H 5.117 -0.655 -1.758
H 4.059 -1.398 -0.542
H 3.925 -1.871 -2.240
H 3.262 0.904 -1.150
H 3.041 0.341 -2.840
H -0.450 -1.486 -1.159
H -1.622 1.127 -2.383
H -3.603 1.316 -2.693
H -4.584 -0.147 -3.002
H -4.646 0.664 -1.408
H -2.286 -2.234 -0.998
H -3.777 -1.533 -0.324
H -3.787 -2.245 -1.948
Cl -4.265 0.172 1.836
B -2.966 1.521 1.772
Cl -3.131 2.493 0.180
Cl -3.101 2.663 3.229
O -1.658 0.795 1.777
C -0.489 1.328 1.786
C 0.684 0.582 2.149
C 1.935 1.226 1.991
C 3.112 0.552 2.284
C 3.083 -0.771 2.744
C 1.838 -1.398 2.930
C 0.649 -0.742 2.646
H -0.393 2.395 1.521
H 1.938 2.251 1.631
H 4.073 1.053 2.155
H 4.011 -1.310 2.953
H 1.807 -2.416 3.299
H -0.312 -1.222 2.791

***

Record 2
Density functional theory data (ωB97M-V/def2-TZVPD) for C14H19BrI2N3O4PtS2Si as an isolated structure at a distorted geometry.

Results
**Highest occupied orbital energy (spin up / spin down)**: -11.414 / -11.414 eV
**Energy relative to the best compared isomer or geometry (same formula, charge and spin)**: 46.5 kcal per mole
**Orbital gap (spin up / spin down)**: 5.98 / 5.98 eV
**Net charge**: +1
**E_LUMO (spin up / spin down)**: -5.435 / -5.434 eV

Cartesian coordinates (Å):
Pt 0.905 0.381 0.364
O -2.411 5.506 0.960
C -1.747 4.359 0.882
C -0.888 3.890 1.877
C -0.266 2.689 1.702
N -0.431 1.921 0.600
C -1.253 2.393 -0.367
Br -1.472 1.399 -1.927
C -1.933 3.580 -0.253
H -2.163 6.021 1.738
H -0.694 4.465 2.773
H 0.382 2.302 2.468
H -2.573 3.928 -1.049
C -1.013 -0.410 3.491
C -1.224 -1.241 2.263
C -2.080 -2.314 2.237
C -2.238 -3.051 1.053
C -1.521 -2.737 -0.075
C -0.653 -1.641 0.000
N -0.549 -0.931 1.137
N 0.142 -1.114 -0.927
Si 0.768 -1.653 -2.499
C 2.078 -0.407 -2.917
C 1.367 -3.405 -2.358
C -0.610 -1.556 -3.760
H -0.958 -1.046 4.372
H -1.853 0.275 3.628
H -0.099 0.172 3.416
H -2.623 -2.570 3.135
H -2.927 -3.885 1.033
H -1.629 -3.279 -1.003
H 2.871 -0.416 -2.167
H 1.651 0.597 -2.980
H 2.545 -0.631 -3.879
H 2.209 -3.472 -1.666
H 1.701 -3.757 -3.336
H 0.585 -4.080 -2.007
H -0.990 -0.537 -3.841
H -1.444 -2.212 -3.502
H -0.225 -1.860 -4.735
O 2.430 -1.200 0.646
S 3.440 -0.486 1.477
O 4.219 -1.242 2.385
O 4.278 0.373 0.566
S 2.285 0.858 2.506
I 3.023 1.955 -0.159
I 1.589 4.068 -1.304

***

Record 3
Density functional theory data (ωB97M-V/def2-TZVPD) for C14H19BrORu as an isolated structure at a distorted geometry.

Results
**Highest occupied orbital energy (spin up / spin down)**: -6.816 / -7.951 eV
**Energy relative to the best compared isomer or geometry (same formula, charge and spin)**: 15.5 kcal per mole
**Multiplicity**: 5
**Orbital gap (spin up / spin down)**: 7.01 / 6.10 eV
**E_LUMO (spin up / spin down)**: 0.196 / -1.849 eV

Cartesian coordinates (Å):
C -1.458 -1.102 -2.845
C -1.678 -2.246 -2.009
C -2.207 -1.769 -0.731
H -1.481 -3.270 -2.270
C -2.300 -0.297 -0.831
C -1.807 0.074 -2.123
H -1.684 1.099 -2.460
H -1.092 -1.105 -3.876
H -2.562 -2.371 0.100
H -2.534 0.397 -0.038
Ru -0.333 -1.122 -0.667
Br 1.064 -2.955 0.027
C 2.420 1.838 -0.609
C 1.909 2.560 -1.759
C 1.269 1.606 -2.610
H 2.022 3.632 -1.928
C 1.438 0.281 -2.018
C 2.214 0.431 -0.824
H 2.540 -0.448 -0.242
H 2.871 2.277 0.253
H 0.725 1.789 -3.537
H 1.309 -0.702 -2.539
C 1.371 -0.158 2.475
C -0.078 0.144 2.031
C -0.944 -1.050 2.472
C -0.571 1.499 2.525
O -0.126 0.378 0.620
H 1.428 -0.224 3.579
H 2.108 0.577 2.125
H 1.728 -1.125 2.090
H -0.941 -1.145 3.571
H -1.984 -0.974 2.134
H -0.548 -2.000 2.079
H 0.059 2.284 2.097
H -1.569 1.675 2.121
H -0.579 1.521 3.616

***

no.,total energy (eV)
1,-60705.958
2,-146519.373
3,-89493.718